ORCA calculation (ωB97M-V/def2-TZVPD) on 2 unconnected molecules or ions with the total composition C3H10N2O2S2 at a distorted geometry.

Last columns: bonded neighbours and bond lengths (Å).
Atoms and positions in Å:
1 H -0.13 1.65 1.97  C9 1.077
2 H 0.91 -1.83 3.06  N17 1.018
3 S -1.73 0.35 0.65  C9 1.781, S19 2.005
4 H -0.92 0.40 2.79  C9 1.087
5 H 1.50 -2.06 -4.12  O18 0.965
6 H -0.23 -2.12 1.90  N17 1.012
7 H -0.02 -1.74 -0.34  N13 1.005
8 C 0.78 -0.33 1.66  C9 1.563, C10 1.537, H11 1.087, N17 1.420
9 C -0.44 0.63 1.84  H1 1.077, S3 1.781, H4 1.087, C8 1.563
10 C 1.28 -0.27 0.21  C8 1.537, N13 1.346, O14 1.206
11 H 1.61 0.09 2.23  C8 1.087
12 H 2.04 -0.60 -4.17  O18 0.967
13 N 0.68 -1.10 -0.66  H7 1.005, C10 1.346, H16 1.019
14 O 2.14 0.53 -0.06  C10 1.206
15 H -1.99 2.80 -0.22  S19 1.347
16 H 0.88 -1.00 -1.65  N13 1.019
17 N 0.66 -1.69 2.08  H2 1.018, H6 1.012, C8 1.420
18 O 1.38 -1.17 -3.77  H5 0.965, H12 0.967
19 S -1.62 1.67 -0.86  S3 2.005, H15 1.347

E_tot: -1176.3776 Eh
Highest occupied orbital energy (spin up / spin down): -13.898 / -13.147 eV
Net charge: +1
Multiplicity: 2
Expectation value of S²: 0.758
F_max: 1.30 eV/A

ORCA calculation (ωB97M-V/def2-TZVPD) on 2 unconnected molecules or ions with the total composition C5H12O2.

Last columns: bonded neighbours and bond lengths (Å).
Atoms and positions in Å:
1 C -0.86 -0.40 0.65  C3 1.524, C9 1.335, C12 1.507
2 H -2.42 -0.76 -0.85  C12 1.098
3 C -1.32 0.99 1.04  C1 1.524, H5 1.106, H8 1.097, O10 1.407
4 H 2.24 -0.68 -1.95  C11 1.100
5 H -1.99 1.40 0.26  C3 1.106
6 H 2.34 1.04 -2.43  C11 1.094
7 H 3.29 0.43 -1.05  C11 1.097
8 H -1.93 0.89 1.95  C3 1.097
9 C 0.34 -0.83 1.05  C1 1.335, H14 1.089, H18 1.086
10 O -0.28 1.88 1.35  C3 1.407, H16 0.973
11 C 2.33 0.35 -1.58  H4 1.100, H6 1.094, H7 1.097, O15 1.408
12 C -1.83 -1.29 -0.09  C1 1.507, H2 1.098, H17 1.095, H19 1.097
13 H 0.51 0.19 -0.73  O15 0.973
14 H 0.76 -1.78 0.72  C9 1.089
15 O 1.31 0.73 -0.68  C11 1.408, H13 0.973
16 H 0.37 1.85 0.63  O10 0.973
17 H -2.54 -1.69 0.64  C12 1.095
18 H 0.99 -0.18 1.63  C9 1.086
19 H -1.32 -2.14 -0.57  C12 1.097

E_tot: -348.1247 Eh
SMILES: C=C(C)CO.CO
Relative energy (zero: lowest compared OMol25 entry of this formula, charge and spin): 210.3 kJ/mol
Highest occupied orbital energy: -9.202 eV
Net charge: 0
F_max: 0.83 eV/A

ORCA calculation (ωB97M-V/def2-TZVPD) on 5 unconnected molecules or ions with the total composition C18H23F5O18S at a distorted geometry.

Last columns: bonded neighbours and bond lengths (Å).
Atoms and positions in Å:
1 O -5.76 -1.03 1.11  C12 1.368, C57 1.413
2 O 2.37 -1.38 -0.85  C33 1.471, C38 1.470
3 C 3.42 -2.65 3.52  O9 1.413, H16 1.093, C42 1.491, H52 1.095
4 H -0.05 -4.92 -1.36  C35 1.194
5 O -0.53 5.92 -0.30  C21 1.220
6 H 1.79 3.75 0.05  C7 1.095
7 C 1.91 3.40 -0.98  H6 1.095, O11 1.413, H18 1.093, C48 1.491
8 H 0.13 -1.77 -2.13  C54 1.190
9 O 2.17 -3.32 3.52  C3 1.413, C10 1.368
10 C 1.37 -2.64 4.40  O9 1.368, O32 1.363, O37 1.220
11 O 2.64 2.19 -0.99  C7 1.413, C24 1.368
12 C -4.46 -0.70 0.87  O1 1.368, O41 1.363, O55 1.220
13 O 4.09 3.85 -1.50  C24 1.363, C48 1.410
14 C 3.93 -2.11 -2.83  F20 1.511, H28 1.185, C38 1.639, H49 1.172
15 H 2.81 -0.14 -2.54  C38 1.194
16 H 4.24 -3.36 3.41  C3 1.093
17 H -2.36 -3.39 -1.50  C47 1.179
18 H 0.93 3.27 -1.43  C7 1.093
19 O -3.88 -0.71 -2.62  S39 1.553
20 F 4.80 -1.44 -3.87  C14 1.511
21 C -1.16 5.10 0.33  O5 1.220, O26 1.368, O56 1.363
22 C -2.91 4.01 1.12  F27 1.352, H30 1.095, O56 1.410, C61 1.491
23 H 3.80 -2.59 5.66  C42 1.095
24 C 3.94 2.52 -1.23  O11 1.368, O13 1.363, O44 1.220
25 H 4.28 -0.35 -1.38  C38 1.183
26 O -0.69 3.86 0.68  C21 1.368, C61 1.413
27 F -3.76 4.13 2.16  C22 1.352
28 H 3.03 -2.58 -3.45  C14 1.185
29 O 1.83 -3.93 -1.19  C33 1.471, C35 1.471
30 H -3.44 3.57 0.26  C22 1.095
31 H -2.18 -1.12 -0.12  O53 1.020
32 O 2.06 -1.67 5.06  C10 1.363, C42 1.410
33 C 2.50 -2.80 -0.52  O2 1.471, O29 1.471, O65 1.362
34 O -1.50 -0.15 -3.38  S39 1.577
35 C 0.37 -3.82 -1.16  H4 1.194, O29 1.471, C54 1.644, H63 1.181
36 H -1.75 2.20 1.33  C61 1.093
37 O 0.19 -2.89 4.57  C10 1.220
38 C 3.37 -0.94 -1.84  O2 1.470, C14 1.639, H15 1.194, H25 1.183
39 S -2.37 -0.95 -2.34  O19 1.553, O34 1.577, C47 1.910, O53 1.739
40 C -5.61 1.08 0.31  O41 1.410, F50 1.352, C57 1.491, H64 1.095
41 O -4.31 0.63 0.60  C12 1.363, C40 1.410
42 C 3.42 -1.97 4.84  C3 1.491, H23 1.095, O32 1.410, F46 1.352
43 H 0.25 -3.18 -3.37  C54 1.176
44 O 4.87 1.72 -1.20  C24 1.220
45 H 2.61 4.26 -2.87  C48 1.095
46 F 4.11 -0.81 4.78  C42 1.352
47 C -1.89 -2.80 -2.40  H17 1.179, S39 1.910, C54 1.640, H62 1.193
48 C 2.79 4.31 -1.79  C7 1.491, O13 1.410, H45 1.095, F60 1.352
49 H 4.62 -2.91 -2.32  C14 1.172
50 F -5.72 2.36 0.74  C40 1.352
51 H -1.40 3.44 2.56  C61 1.095
52 H 3.45 -1.95 2.68  C3 1.095
53 O -1.90 -0.38 -0.76  H31 1.020, S39 1.739
54 C -0.25 -2.87 -2.35  H8 1.190, C35 1.644, H43 1.176, C47 1.640
55 O -3.53 -1.50 0.90  C12 1.220
56 O -2.44 5.29 0.78  C21 1.363, C22 1.410
57 C -6.49 0.18 1.12  O1 1.413, C40 1.491, H58 1.095, H59 1.093
58 H -6.61 0.52 2.15  C57 1.095
59 H -7.47 0.05 0.67  C57 1.093
60 F 2.68 5.59 -1.36  C48 1.352
61 C -1.67 3.28 1.51  C22 1.491, O26 1.413, H36 1.093, H51 1.095
62 H -2.25 -3.21 -3.46  C47 1.193
63 H 0.02 -3.51 -0.07  C35 1.181
64 H -5.79 1.04 -0.77  C40 1.095
65 O 3.32 -3.09 0.53  C33 1.362

E_tot: -2951.3496 Eh
SMILES: O=C(OCCF)OCCCS(=O)(=O)O.O=C1OC[C@@H](F)O1.O=C1OC[C@@H](F)O1.O=C1OC[C@@H](F)O1.O=C1OC[C@@H](F)O1
Highest occupied orbital energy: -10.742 eV
Net charge: 0
F_max: 9.17 eV/A

ORCA calculation (ωB97M-V/def2-TZVPD) on a single C4H8N4O molecule at a distorted geometry.

Last columns: bonded neighbours and bond lengths (Å).
Atoms and positions in Å:
1 N 0.28 1.94 0.02  C2 1.269, C17 1.566
2 C -0.78 1.40 -0.43  N1 1.269, H4 1.169, N9 1.469
3 H -1.14 -1.57 1.61  C5 1.183
4 H -1.35 1.93 -1.30  C2 1.169
5 C -1.01 -0.91 0.64  H3 1.183, N9 1.433, N14 1.261
6 O -2.91 0.18 -0.07  N9 1.385, H15 1.209
7 H 2.16 -0.91 0.53  C8 1.117
8 C 1.75 -0.20 -0.22  H7 1.117, H10 1.012, N16 1.519, C17 1.402
9 N -1.53 0.16 -0.16  C2 1.469, C5 1.433, O6 1.385
10 H 2.30 0.20 -0.97  C8 1.012
11 H 0.48 0.34 1.39  C17 1.216
12 H 2.04 1.48 1.08  C17 1.144
13 H 1.32 -1.61 -1.27  N16 0.992
14 N -0.06 -1.58 0.14  C5 1.261, N16 1.485
15 H -3.44 -0.78 -0.58  O6 1.209
16 N 0.66 -0.93 -0.98  C8 1.519, H13 0.992, N14 1.485
17 C 1.24 0.84 0.58  N1 1.566, C8 1.402, H11 1.216, H12 1.144

E_tot: -451.1996 Eh
SMILES: ON1/C=N\CCN/N=C\1
Relative energy (zero: lowest compared OMol25 entry of this formula, charge and spin): 836.6 kJ/mol
Highest occupied orbital energy: -8.560 eV
Net charge: 0
F_max: 8.59 eV/A

ORCA calculation (ωB97M-V/def2-TZVPD) on 4 unconnected molecules or ions with the total composition C32H32ClO19P at a distorted geometry.

Last columns: bonded neighbours and bond lengths (Å).
Atoms and positions in Å:
1 H -10.18 -1.58 4.32  O6 0.979
2 H -2.15 1.27 -1.44  C62 1.149
3 O 5.96 1.58 -6.79  C21 1.367, H54 0.979
4 C -6.96 0.31 3.64  C33 1.468, C41 1.334, H50 1.083
5 O 2.81 -4.49 -0.19  P23 1.547
6 O -9.97 -1.94 3.44  H1 0.979, C36 1.366
7 H 4.32 0.69 -2.50  C66 1.167
8 O 0.43 -3.80 -1.01  P23 1.739, H48 1.002
9 C 4.24 -2.17 -1.83  C25 1.599, H65 1.171, C79 1.608, O83 1.488
10 H 2.00 1.23 0.11  C49 1.169
11 H -1.95 2.58 9.97  O19 0.979
12 C -4.00 -2.85 -0.75  H13 1.155, C20 1.635, H43 1.151, H77 1.153
13 H -3.19 -2.89 0.07  C12 1.155
14 O -2.74 -0.72 -0.88  C20 1.480, C62 1.473
15 H 3.89 -5.55 -2.34  C57 1.168
16 H -2.95 -2.03 -2.62  C20 1.167
17 H -4.98 0.27 1.23  O38 0.979
18 O -3.44 1.95 4.31  C39 1.367, H56 0.978
19 O -2.90 2.41 9.85  H11 0.979, C32 1.366
20 C -3.57 -1.61 -1.73  C12 1.635, O14 1.480, H16 1.167, H70 1.155
21 C 6.71 2.31 -5.92  O3 1.367, C30 1.490, C59 1.335
22 O 5.74 1.19 -4.10  C30 1.221
23 P 1.94 -3.23 -0.38  O5 1.547, O8 1.739, O27 1.703, C79 1.925
24 O 9.15 4.88 -5.77  C81 1.220
25 C 4.87 -3.54 -2.37  C9 1.599, H46 1.169, C57 1.453
26 H 1.39 0.63 -5.92  C51 1.159
27 O 1.68 -2.60 1.18  P23 1.703, H75 0.987
28 H 2.99 1.76 -1.77  C66 1.167
29 H -5.17 1.93 8.60  C61 1.082
30 C 6.54 2.03 -4.47  C21 1.490, O22 1.221, C71 1.467
31 Cl 1.67 -2.46 -3.16  C79 1.873
32 C -3.08 2.30 8.50  O19 1.366, C61 1.335, C72 1.490
33 C -8.22 -0.34 4.02  C4 1.468, C36 1.491, O37 1.220
34 C -8.22 -1.60 1.90  C36 1.335, H42 1.082, C47 1.467
35 C -4.47 1.94 6.53  C39 1.492, O40 1.222, C61 1.467
36 C -8.81 -1.33 3.07  O6 1.366, C33 1.491, C34 1.335
37 O -8.78 -0.10 5.07  C33 1.220
38 O -5.20 0.63 2.11  H17 0.979, C41 1.368
39 C -3.26 2.08 5.66  O18 1.367, C35 1.492, C85 1.335
40 O -5.56 1.73 6.02  C35 1.222
41 C -6.37 0.03 2.47  C4 1.334, O38 1.368, C47 1.490
42 H -8.64 -2.31 1.20  C34 1.082
43 H -5.01 -2.61 -0.25  C12 1.151
44 H 7.24 2.57 -2.47  C71 1.082
45 H 7.70 3.46 -7.41  C59 1.082
46 H 6.03 -3.65 -2.24  C25 1.169
47 C -6.98 -0.93 1.51  C34 1.467, C41 1.490, O55 1.221
48 H 0.72 -4.62 -1.51  O8 1.002
49 C 1.51 0.32 -0.44  H10 1.169, H68 1.146, O76 1.457, C80 1.607
50 H -6.53 1.01 4.35  C4 1.083
51 C 1.82 0.49 -4.85  H26 1.159, C74 1.328
52 C -0.41 -0.15 -1.80  H58 1.170, H60 1.162, C62 1.611, O76 1.457
53 O 4.41 0.41 0.54  C78 1.266
54 H 5.42 0.98 -6.24  O3 0.979
55 O -6.42 -1.14 0.44  C47 1.221
56 H -4.39 1.77 4.19  O18 0.978
57 C 4.20 -4.65 -3.02  H15 1.168, C25 1.453, H64 1.149
58 H -0.09 -0.28 -2.92  C52 1.170
59 C 7.57 3.24 -6.35  C21 1.335, H45 1.082, C81 1.468
60 H -0.12 -1.14 -1.27  C52 1.162
61 C -4.29 2.05 7.98  H29 1.082, C32 1.335, C35 1.467
62 C -1.98 0.18 -1.76  H2 1.149, O14 1.473, C52 1.611, H82 1.167
63 O 9.00 4.43 -3.08  H69 0.979, C84 1.366
64 H 3.88 -4.71 -4.12  C57 1.149
65 H 4.84 -1.40 -2.47  C9 1.171
66 C 3.17 0.73 -2.29  H7 1.167, H28 1.167, C74 1.592, C80 1.614
67 O -0.80 2.71 8.14  C72 1.220
68 H 1.00 -0.29 0.39  C49 1.146
69 H 9.53 5.03 -3.64  O63 0.979
70 H -4.50 -1.03 -2.10  C20 1.155
71 C 7.37 2.79 -3.52  C30 1.467, H44 1.082, C84 1.335
72 C -1.88 2.47 7.63  C32 1.490, O67 1.220, C85 1.467
73 H -1.18 2.44 5.56  C85 1.082
74 C 2.44 0.77 -3.71  C51 1.328, C66 1.592
75 H 2.53 -2.43 1.65  O27 0.987
76 O 0.45 0.89 -1.25  C49 1.457, C52 1.457
77 H -4.06 -3.83 -1.36  C12 1.153
78 C 4.01 -0.49 -0.26  O53 1.266, C80 1.652, O83 1.467
79 C 2.66 -1.96 -1.64  C9 1.608, P23 1.925, Cl31 1.873, C80 1.609
80 C 2.69 -0.40 -1.25  C49 1.607, C66 1.614, C78 1.652, C79 1.609
81 C 8.37 4.02 -5.41  O24 1.220, C59 1.468, C84 1.490
82 H -2.38 0.04 -2.86  C62 1.167
83 O 4.71 -1.77 -0.48  C9 1.488, C78 1.467
84 C 8.22 3.72 -3.95  O63 1.366, C71 1.335, C81 1.490
85 C -2.06 2.33 6.18  C39 1.335, C72 1.467, H73 1.082

E_tot: -3469.2930 Eh
SMILES: C#CC[C@]1(COCCOCC)C(=O)O[C@@H](C=C)[C@@]1(Cl)P(=O)(O)O.O=C1C=C(O)C(=O)C=C1O.O=C1C=C(O)C(=O)C=C1O.O=C1C=C(O)C(=O)C=C1O
Highest occupied orbital energy: -7.660 eV
Net charge: 0
F_max: 6.89 eV/A

ORCA calculation (ωB97M-V/def2-TZVPD) on 3 unconnected molecules or ions with the total composition C3H11NO4 at a distorted geometry.

Last columns: bonded neighbours and bond lengths (Å).
Atoms and positions in Å:
1 H -0.76 -2.13 -1.50  O11 0.971
2 H 2.64 -1.65 -3.14  O16 0.967
3 H -2.66 -0.17 1.34  C5 1.101
4 O -0.84 -1.08 1.57  C5 1.418, H14 0.971
5 C -1.68 0.05 1.79  H3 1.101, O4 1.418, H13 1.088, C17 1.537
6 H 0.50 1.75 -1.00  C12 1.131
7 H 0.32 -1.15 -1.79  O11 0.976
8 H 2.58 -0.61 -2.04  O16 0.974
9 H -1.14 2.19 1.83  C17 1.099
10 H -1.43 1.58 0.23  C17 1.101
11 O -0.54 -1.20 -1.33  H1 0.971, H7 0.976
12 C 1.06 1.16 -0.22  H6 1.131, O15 1.214, N18 1.364
13 H -1.74 -0.01 2.87  C5 1.088
14 H -0.75 -1.24 0.62  O4 0.971
15 O 2.15 0.64 -0.33  C12 1.214
16 O 2.10 -0.91 -2.83  H2 0.967, H8 0.974
17 C -1.00 1.29 1.21  C5 1.537, H9 1.099, H10 1.101, N18 1.459
18 N 0.42 1.05 0.99  C12 1.364, C17 1.459, H19 1.008
19 H 0.78 0.44 1.71  N18 1.008

E_tot: -476.6219 Eh
SMILES: O=CNCCO.O.O
Relative energy (zero: lowest compared OMol25 entry of this formula, charge and spin): 146.3 kJ/mol
Highest occupied orbital energy: -9.619 eV
Net charge: 0
F_max: 1.63 eV/A

Copy entry 1 word for word.
ORCA calculation (ωB97M-V/def2-TZVPD) on 2 unconnected molecules or ions with the total composition C3H10N2O2S2 at a distorted geometry.

Last columns: bonded neighbours and bond lengths (Å).
Atoms and positions in Å:
1 H -0.13 1.65 1.97  C9 1.077
2 H 0.91 -1.83 3.06  N17 1.018
3 S -1.73 0.35 0.65  C9 1.781, S19 2.005
4 H -0.92 0.40 2.79  C9 1.087
5 H 1.50 -2.06 -4.12  O18 0.965
6 H -0.23 -2.12 1.90  N17 1.012
7 H -0.02 -1.74 -0.34  N13 1.005
8 C 0.78 -0.33 1.66  C9 1.563, C10 1.537, H11 1.087, N17 1.420
9 C -0.44 0.63 1.84  H1 1.077, S3 1.781, H4 1.087, C8 1.563
10 C 1.28 -0.27 0.21  C8 1.537, N13 1.346, O14 1.206
11 H 1.61 0.09 2.23  C8 1.087
12 H 2.04 -0.60 -4.17  O18 0.967
13 N 0.68 -1.10 -0.66  H7 1.005, C10 1.346, H16 1.019
14 O 2.14 0.53 -0.06  C10 1.206
15 H -1.99 2.80 -0.22  S19 1.347
16 H 0.88 -1.00 -1.65  N13 1.019
17 N 0.66 -1.69 2.08  H2 1.018, H6 1.012, C8 1.420
18 O 1.38 -1.17 -3.77  H5 0.965, H12 0.967
19 S -1.62 1.67 -0.86  S3 2.005, H15 1.347

E_tot: -1176.3776 Eh
Highest occupied orbital energy (spin up / spin down): -13.898 / -13.147 eV
Net charge: +1
Multiplicity: 2
Expectation value of S²: 0.758
F_max: 1.30 eV/A